C26H26F13IN2O12 | ωB97M-V with the def2-TZVPD basis set

ORCA input file:
```
! RIJCOSX wB97M-V def2-TZVPD def2/J DEFGRID3
* xyz 0 1
H 1.6003 1.2043 -0.3247
N 2.5414 0.8194 -0.4529
C 2.9025 0.9873 -1.6545
C 2.0630 1.6413 -2.7352
C 1.5050 2.9673 -2.2752
C 2.0996 3.8100 -1.4292
C 1.3889 5.0673 -1.0607
O 1.9578 6.1193 -0.9108
C -0.1059 4.9122 -0.9133
I -1.1004 5.9486 0.5973
C -0.7033 4.0819 -1.7677
C -2.1522 3.7344 -1.8106
O -3.0472 4.5264 -1.7068
N -2.3749 2.3305 -2.0108
C -3.6189 1.9089 -1.4833
O -3.7678 1.5375 -0.3700
F -4.6103 1.9289 -2.3736
C 0.1578 3.3742 -2.7786
O -0.2223 3.1612 -3.9085
H 3.8798 0.5930 -1.9269
H 2.6005 1.7501 -3.6756
H 1.2086 0.9928 -2.9424
H 3.0768 3.5964 -1.0168
H -2.2612 2.0840 -2.9918
C 3.1738 -3.6561 4.0500
C 1.7665 -3.1453 3.8277
O 1.7102 -1.7093 3.9677
C 2.0840 -1.0058 2.9081
O 2.4595 -1.4377 1.8617
C 1.9148 0.4935 3.2129
F 2.3816 0.7996 4.4318
F 0.6159 0.8329 3.1880
F 2.5492 1.2625 2.3340
H 3.5498 -3.3249 5.0187
H 3.1887 -4.7453 4.0190
H 3.8551 -3.2798 3.2870
H 1.0914 -3.5486 4.5818
H 1.3824 -3.4432 2.8524
C -5.3864 -5.6594 5.0323
C -4.3618 -4.5473 5.0774
O -3.0316 -5.0711 5.2687
C -2.4225 -5.5195 4.1827
O -2.8575 -5.5349 3.0711
C -1.0064 -5.9951 4.5466
F -0.9993 -6.7294 5.6610
F -0.1984 -4.9331 4.7504
F -0.4765 -6.7245 3.5732
H -5.3160 -6.2788 5.9269
H -6.3911 -5.2438 4.9688
H -5.2248 -6.3066 4.1708
H -4.5440 -3.8961 5.9293
H -4.3947 -3.9322 4.1793
C -7.2145 1.0128 -4.8884
C -6.3942 -0.1981 -4.5016
O -6.3860 -1.1786 -5.5577
C -5.5184 -0.9683 -6.5360
O -4.7501 -0.0575 -6.6243
C -5.6004 -2.1166 -7.5563
F -6.8688 -2.4234 -7.8461
F -5.0124 -3.2139 -7.0612
F -4.9845 -1.7900 -8.6868
H -8.2225 0.7130 -5.1763
H -7.2768 1.7089 -4.0528
H -6.7713 1.5309 -5.7384
H -6.8354 -0.6933 -3.6395
H -5.3748 0.0768 -4.2366
C 5.9300 2.8320 2.3102
C 6.7831 3.8587 1.5975
O 7.7376 3.2207 0.7225
C 7.2590 2.8512 -0.4547
O 6.1371 3.0031 -0.8384
C 8.3763 2.2229 -1.3041
F 9.1086 1.3639 -0.5895
F 9.1927 3.1771 -1.7685
F 7.8677 1.5692 -2.3440
H 6.5557 2.1185 2.8471
H 5.2636 3.3206 3.0202
H 5.3237 2.2655 1.6031
H 7.3701 4.4322 2.3114
H 6.1749 4.5641 1.0331
*
```

Computed properties:
SMILES: [H]/N=C\CC1=CC(=O)C(I)=C(C(=O)NC(=O)F)C1=O.CCOC(=O)C(F)(F)F.CCOC(=O)C(F)(F)F.CCOC(=O)C(F)(F)F.CCOC(=O)C(F)(F)F
Largest force on an atom, Eh/bohr: 0.0194
Kohn-Sham gap, eV: 8.3
LUMO, eV: -1.630

---

C26H26F3N7PReS2Te | ωB97M-V with the def2-TZVPD basis set

ORCA input file:
```
! RIJCOSX wB97M-V def2-TZVPD def2/J DEFGRID3
* xyz 1 2
Re -0.4138 0.4882 0.3932
C 0.3389 0.5648 5.9148
N 0.4489 1.0105 4.5374
C 1.2055 2.0466 4.0735
C 1.0183 2.0883 2.7222
N 0.1590 1.0885 2.3559
C -0.1823 0.4521 3.4726
P -1.2316 -1.0647 3.5370
C -2.5387 -0.3678 2.4549
N -2.3354 0.0907 1.2165
C -3.5582 0.1846 0.6189
C -4.5158 -0.2337 1.4946
N -3.8662 -0.5920 2.6394
C -4.4780 -1.1216 3.8449
C -0.2968 -1.9499 2.2709
N 0.0355 -1.4567 1.0723
C 0.5958 -2.4855 0.3718
C 0.5970 -3.6116 1.1399
N 0.0233 -3.2745 2.3294
C -0.1667 -4.1430 3.4755
H 1.1100 1.0429 6.5112
H -0.6385 0.8131 6.3285
H 0.4675 -0.5152 5.9662
H 1.8016 2.6683 4.7186
H 1.4556 2.7472 1.9916
H -3.6713 0.5278 -0.3951
H -5.5854 -0.3004 1.3950
H -5.5471 -0.9313 3.8204
H -4.3166 -2.1978 3.9172
H -4.0510 -0.6485 4.7259
H 0.9668 -2.3441 -0.6280
H 0.9542 -4.6058 0.9342
H 0.2298 -5.1276 3.2459
H 0.3546 -3.7456 4.3454
H -1.2250 -4.2396 3.7177
F -2.8223 3.3376 -4.8019
C -2.3590 2.3177 -4.0720
F -3.2782 1.3478 -4.1105
F -1.2757 1.8401 -4.7412
C -2.0114 2.7570 -2.6752
C -2.2311 4.0730 -2.2885
C -1.9105 4.4484 -0.9900
C -1.3667 3.5262 -0.1268
N -1.1330 2.2541 -0.4844
C -1.4714 1.8635 -1.7403
S -1.1694 0.1555 -1.9278
H -2.6683 4.7750 -2.9840
H -2.0919 5.4593 -0.6543
H -1.1004 3.7894 0.8887
C 1.5236 -0.7461 -3.6541
Te 1.5217 1.2036 -2.7655
C 3.6522 1.1350 -3.1039
C 3.9552 -0.1605 -3.8110
C 5.2589 -0.4719 -4.1903
C 5.5340 -1.6599 -4.8443
C 4.5054 -2.5477 -5.1319
C 3.2085 -2.2471 -4.7554
C 2.9286 -1.0566 -4.0872
H 0.8210 -0.7327 -4.4882
H 1.1533 -1.4513 -2.9108
H 4.1775 1.1979 -2.1515
H 3.9432 1.9917 -3.7131
H 6.0569 0.2284 -3.9745
H 6.5498 -1.8915 -5.1364
H 4.7174 -3.4708 -5.6552
H 2.4028 -2.9368 -4.9777
S 1.8357 0.8150 -0.4711
*
```

Computed properties:
Largest force on an atom, Eh/bohr: 0.0251
Kohn-Sham gap (alpha / beta), eV: 6.5 / 5.9
Expectation value of S²: 0.7590
LUMO (alpha / beta), eV: -2.291 / -2.597

---

C26H26IN9O6S2Ti | ωB97M-V with the def2-TZVPD basis set

ORCA input file:
```
! RIJCOSX wB97M-V def2-TZVPD def2/J DEFGRID3
* xyz 1 2
Ti -0.0507 -0.4988 -0.2446
C -1.1003 -3.5170 2.9044
C 0.2256 -3.7233 2.2415
N 0.8204 -4.8938 2.3447
C 2.0139 -5.0873 1.7598
C 2.6945 -4.1171 1.0595
C 4.0434 -4.4058 0.4553
O 5.0709 -3.5737 0.9839
C 2.0680 -2.8614 0.9278
C 2.7616 -1.7344 0.3077
N 2.1732 -0.6610 -0.0919
C 3.0082 0.3320 -0.6959
C 3.8119 -0.0084 -1.7793
C 4.5873 0.9554 -2.4052
C 4.5570 2.2648 -1.9529
C 3.7693 2.6073 -0.8648
C 2.9941 1.6445 -0.2327
I 1.9419 2.1773 1.4696
C 0.8089 -2.6696 1.4977
O 0.1597 -1.5216 1.3734
H -1.3364 -4.3858 3.5131
H -1.8870 -3.3779 2.1585
H -1.0858 -2.6236 3.5311
H 2.4404 -6.0778 1.8724
H 4.0373 -4.2144 -0.6198
H 4.2831 -5.4631 0.5900
H 5.2265 -3.8207 1.9008
H 3.8430 -1.8116 0.2110
H 3.8168 -1.0322 -2.1331
H 5.2127 0.6807 -3.2439
H 5.1550 3.0240 -2.4379
H 3.7646 3.6237 -0.4955
O -3.8948 3.9596 -1.6148
C -3.9840 3.6141 -2.8946
O -4.7746 4.1209 -3.6428
C -3.0366 2.5744 -3.4040
C -3.1148 2.1585 -4.7121
N -2.1423 1.2471 -4.8845
N -1.4253 1.0194 -3.7847
C -1.9613 1.8188 -2.8709
C -1.4516 1.8036 -1.4828
O -2.0228 2.4457 -0.6038
O -0.3971 1.0814 -1.2421
H -3.1636 3.4729 -1.1767
H -3.7838 2.4671 -5.4965
H -1.9327 0.7333 -5.7231
N -1.2167 0.7090 1.3686
N -2.4643 0.1625 1.6870
C -3.0558 -0.7381 0.8997
N -4.2774 -1.1433 1.2546
S -2.3385 -1.3680 -0.5022
H -0.5865 0.6266 2.1621
H -1.3251 1.6812 1.0688
H -2.9649 0.5542 2.4723
H -4.7626 -0.7739 2.0552
H -4.7517 -1.8145 0.6753
N 2.0834 -3.7454 -6.2658
C 2.2707 -4.1112 -4.9884
S 3.2125 -5.3424 -4.4832
C 1.5720 -3.2363 -3.9872
C 0.9694 -3.8102 -2.8725
C 0.4077 -2.9791 -1.9285
N 0.4545 -1.6398 -2.0237
C 1.0040 -1.0870 -3.1063
C 1.5583 -1.8548 -4.1181
H 2.5192 -4.2832 -6.9976
H 1.3855 -3.0692 -6.5221
H 0.9564 -4.8820 -2.7409
H -0.0762 -3.3870 -1.0484
H 0.9985 -0.0076 -3.1502
H 2.0266 -1.3615 -4.9592
*
```

Computed properties:
Largest force on an atom, Eh/bohr: 0.0160
Kohn-Sham gap (alpha / beta), eV: 7.5 / 7.8
Expectation value of S²: 0.7527
LUMO (alpha / beta), eV: -3.218 / -3.315

---

Molecular weight per entry: 932.37 902.45 799.46 g/mol